No. 1
{"formula": "C13H23F5NOPPdTe", "method": "ωB97M-V with the def2-TZVPD basis set", "charge": 2, "mol_weight_g_mol": 569.3, "e_tot_ev": -51017.671, "multiplicity": 5, "homo_energy_ev": [-14.7, -16.9], "elements": ["C", "C", "C", "C", "C", "C", "C", "C", "N", "Pd", "C", "P", "H", "H", "H", "H", "H", "H", "H", "H", "C", "C", "H", "C", "C", "H", "H", "H", "H", "H", "H", "H", "H", "H", "H", "H", "H", "H", "H", "F", "Te", "F", "F", "F", "F", "O"], "coordinates": [[0.316732, 3.085111, -2.444892], [-0.946964, 2.698416, -2.020333], [-1.111872, 1.694194, -1.045643], [0.008153, 1.071842, -0.508302], [1.283339, 1.438936, -0.925249], [1.436688, 2.435475, -1.903940], [-2.507910, 1.257294, -0.717681], [-2.698455, -0.161233, -0.184718], [-1.939697, -1.278623, -0.855595], [-0.246944, -0.468354, 0.844020], [2.481646, 0.781627, -0.289990], [1.979452, -0.892760, 0.356227], [-1.842838, 3.153848, -2.457870], [2.430197, 2.749772, -2.233528], [0.421751, 3.872721, -3.201155], [2.821033, 1.393204, 0.572606], [3.332958, 0.660794, -0.986461], [-2.894279, 1.934760, 0.062101], [-3.167551, 1.381155, -1.605826], [-2.372305, -0.220726, 0.887819], [3.111133, -1.250188, 1.696877], [2.249862, -1.987659, -1.057700], [-3.776976, -0.397606, -0.220024], [-1.389547, -1.031326, -2.205831], [-2.709667, -2.539921, -0.837058], [-0.270344, -2.197917, 0.925996], [-1.906324, -1.703613, -2.906065], [-1.598143, -0.013101, -2.534825], [-0.315198, -1.251121, -2.185918], [-3.020229, -2.762601, -1.865287], [-2.121484, -3.391216, -0.460857], [-3.644606, -2.445724, -0.270336], [3.334919, -2.090715, -1.207600], [1.817646, -2.976010, -0.842862], [1.787198, -1.578940, -1.967387], [4.121021, -0.972991, 1.363012], [2.830430, -0.669723, 2.587359], [3.056034, -2.322178, 1.921433], [-0.885341, -1.939495, 0.263635], [1.273719, -0.652073, 4.427711], [0.368456, 1.004675, 4.031652], [-1.272167, 0.077774, 3.671676], [-0.090041, 1.050466, 5.894133], [-0.541077, 2.650768, 3.799006], [1.998823, 1.946296, 4.397736], [0.808789, 0.856695, 2.239944]], "atomic_forces_ev_per_a": [[-1.057, 0.102, -0.195], [0.687, 1.712, -1.441], [-0.581, -0.963, 0.432], [0.849, 0.339, -0.903], [-0.327, -1.312, 1.535], [0.111, 1.387, -0.848], [-0.214, -0.224, -0.540], [-0.044, -0.314, 0.451], [-1.105, 0.881, -0.593], [0.728, 0.949, 3.077], [-0.037, -0.323, -0.019], [1.551, 0.924, -0.385], [0.387, -0.022, 0.195], [-0.203, -0.223, 0.119], [0.040, -0.428, 0.367], [-0.210, -0.258, -0.334], [-0.345, 0.188, 0.256], [-0.048, 0.005, -0.168], [0.447, 0.222, 0.516], [-0.859, 0.170, -0.347], [0.213, -0.230, 0.059], [0.166, -0.325, 0.105], [0.482, 0.128, 0.144], [-0.101, -0.331, -0.196], [-0.681, -0.857, -0.067], [-0.831, -0.017, -0.808], [0.464, 0.290, 0.114], [0.307, -0.196, 0.002], [-0.330, 0.193, -0.311], [0.111, -0.106, 0.327], [-0.216, 0.318, -0.116], [0.518, -0.008, 0.206], [-0.302, -0.073, -0.109], [0.208, 0.212, -0.145], [0.200, -0.085, 0.283], [-0.125, -0.210, 0.200], [0.084, -0.210, -0.348], [0.171, 0.215, 0.066], [0.486, -0.920, 0.444], [-0.945, 1.381, -0.456], [0.559, 0.401, 2.248], [0.897, 0.353, 0.191], [0.473, -0.025, -2.382], [0.629, -1.281, 0.177], [-1.727, -0.986, -0.356], [-0.484, -0.444, -0.446]]}

No. 2
{"formula": "C13H23IN4O3S4Sr", "method": "ωB97M-V with the def2-TZVPD basis set", "charge": -2, "mol_weight_g_mol": 626.1, "e_tot_ev": -78239.735, "homo_energy_ev": -1.0, "elements": ["Sr", "N", "C", "C", "N", "C", "C", "N", "H", "H", "H", "H", "H", "H", "H", "H", "H", "H", "H", "H", "H", "C", "C", "S", "C", "C", "S", "H", "H", "H", "H", "H", "H", "I", "C", "C", "C", "C", "N", "C", "H", "H", "H", "H", "O", "S", "O", "O", "S"], "coordinates": [[0.415121, -1.047838, -0.180546], [2.435536, 0.719933, 0.155154], [1.953958, 1.956289, 0.776895], [1.339695, 1.670914, 2.137078], [0.249531, 0.674469, 2.064846], [-0.914140, 1.065096, 2.860330], [-1.739511, 2.145941, 2.171168], [-2.435494, 1.718632, 0.960495], [3.031618, 0.930560, -0.635847], [2.989246, 0.178361, 0.843059], [2.754340, 2.696691, 0.924317], [1.201293, 2.417856, 0.129856], [2.101656, 1.288331, 2.820470], [0.962366, 2.616302, 2.538045], [0.643090, -0.155605, 2.523081], [-1.539083, 0.178338, 2.996927], [-0.609897, 1.411280, 3.860665], [-2.476698, 2.543089, 2.875856], [-1.083446, 2.985503, 1.914717], [-1.826826, 1.086784, 0.441330], [-3.207868, 1.108229, 1.209435], [-2.347613, -3.925924, 0.051355], [-1.771205, -2.856896, -0.864547], [-2.428654, -1.234525, -0.595876], [-0.820106, -3.192985, -1.778069], [-0.349817, -4.632149, -1.897556], [0.014575, -2.081253, -2.870545], [-2.820797, -3.452585, 0.908541], [-1.583726, -4.612338, 0.422073], [-3.111782, -4.519830, -0.466313], [-1.127070, -5.353663, -1.636451], [0.512562, -4.818362, -1.248059], [-0.029687, -4.820197, -2.922005], [-2.411619, 4.764817, -3.012483], [-1.023059, 3.204964, -3.047936], [-0.227567, 3.003550, -4.161516], [0.671887, 1.952301, -4.129420], [0.733527, 1.161216, -2.991669], [-0.026233, 1.368309, -1.919528], [-0.902410, 2.369027, -1.946034], [-0.313456, 3.643016, -5.030214], [1.307506, 1.734079, -4.976887], [1.402522, 0.309783, -2.946148], [-1.533885, 2.502246, -1.073659], [3.709284, -2.591033, 3.818213], [2.892913, -1.672297, 3.039766], [3.714172, -0.872608, 2.094950], [2.070879, -0.777855, 3.875498], [1.554371, -2.787962, 1.917183]], "atomic_forces_ev_per_a": [[-0.102, 0.112, 0.050], [-0.021, 0.058, 0.040], [0.033, 0.069, 0.026], [-0.089, -0.095, -0.115], [0.191, 0.065, 0.039], [-0.059, -0.046, -0.003], [0.003, 0.022, -0.004], [0.012, -0.013, 0.014], [0.019, -0.016, 0.008], [0.050, -0.021, -0.044], [0.032, -0.025, -0.019], [-0.007, -0.031, -0.027], [0.036, 0.031, 0.005], [-0.015, -0.008, 0.041], [-0.063, -0.034, 0.051], [0.018, -0.005, 0.003], [0.007, 0.012, -0.007], [-0.001, -0.009, 0.001], [-0.003, 0.007, 0.001], [-0.005, 0.001, -0.010], [-0.003, 0.014, 0.003], [-0.009, -0.012, -0.027], [0.075, -0.058, -0.005], [-0.119, 0.018, -0.019], [-0.032, -0.052, 0.086], [-0.037, -0.007, 0.025], [0.107, 0.064, -0.094], [-0.001, 0.004, -0.005], [0.011, -0.003, 0.004], [0.004, 0.003, 0.000], [-0.007, -0.006, 0.000], [0.001, 0.003, -0.002], [-0.001, 0.003, 0.003], [-0.011, 0.010, 0.002], [0.010, -0.011, -0.008], [-0.006, 0.000, -0.007], [0.000, -0.008, 0.013], [0.006, -0.016, -0.005], [-0.002, -0.021, 0.042], [-0.012, 0.013, -0.025], [-0.003, 0.001, 0.001], [-0.003, 0.001, -0.001], [0.009, 0.011, -0.004], [0.006, -0.006, 0.007], [-0.014, -0.018, 0.024], [0.025, 0.009, -0.155], [-0.052, -0.032, 0.030], [-0.043, 0.047, 0.065], [0.067, -0.027, 0.004]]}